Record 1
ORCA calculation (ωB97M-V/def2-TZVPD) on C28H25F2N6O3Pb as an isolated structure.

Computed properties:
* gap between HOMO and LUMO: 8.27 eV
* highest occupied orbital energy: -10.686 eV
* energy: -2028.722130 Ha

Geometry as ORCA input:
```
! RIJCOSX wB97M-V def2-TZVPD def2/J DEFGRID3
* xyz 1 1
Pb -0.390 -0.338 -0.834
O -4.624 -1.961 5.065
C -3.315 -2.491 4.990
C -2.646 -1.957 3.755
C -1.577 -2.627 3.179
C -0.975 -2.077 2.064
N -1.381 -0.937 1.506
C -2.407 -0.277 2.058
C -3.059 -0.763 3.182
C -2.814 1.017 1.420
C -4.005 1.642 1.760
C -4.350 2.839 1.149
C -5.649 3.519 1.483
O -5.968 3.235 2.832
C -3.486 3.365 0.202
C -2.328 2.669 -0.095
N -1.986 1.529 0.502
H -5.086 -2.370 5.803
H -3.318 -3.585 4.953
H -2.722 -2.190 5.861
H -1.210 -3.560 3.587
H -0.131 -2.565 1.589
H -3.883 -0.230 3.631
H -4.675 1.223 2.494
H -6.424 3.135 0.809
H -5.554 4.594 1.303
H -6.818 3.630 3.044
H -3.705 4.298 -0.302
H -1.641 3.039 -0.849
F 3.681 0.841 2.827
C 3.247 -0.031 1.902
C 2.051 0.212 1.255
C 1.589 -0.673 0.292
C 2.338 -1.824 -0.019
C 3.528 -2.020 0.682
F 4.274 -3.124 0.470
C 4.009 -1.146 1.636
C 1.829 -2.796 -1.034
C 2.588 -3.792 -1.647
C 1.981 -4.639 -2.558
C 0.638 -4.487 -2.862
C -0.041 -3.458 -2.243
N 0.536 -2.647 -1.358
H 1.492 1.096 1.543
H 4.937 -1.346 2.153
H 3.635 -3.903 -1.424
H 2.565 -5.417 -3.033
H 0.135 -5.132 -3.567
H -1.084 -3.260 -2.466
C 2.807 1.232 -4.980
N 2.358 1.904 -3.762
C 2.784 3.143 -3.423
C 2.402 3.741 -2.275
C 1.513 3.002 -1.439
N 1.073 1.805 -1.775
C 1.506 1.196 -2.913
O 1.195 0.041 -3.178
N 1.077 3.532 -0.281
H 3.370 1.944 -5.577
H 1.947 0.874 -5.538
H 3.434 0.380 -4.728
H 3.454 3.621 -4.125
H 2.752 4.727 -2.013
H 1.447 4.400 0.061
H 0.498 2.980 0.329
*
```


Record 2
ORCA calculation (ωB97M-V/def2-TZVPD) on an isolated ion of composition CH3FNO2S and charge -1 in a non-equilibrium geometry.

Computed properties:
* relative energy (zero: lowest compared OMol25 entry of this formula, charge and spin): 3.0857 eV
* gap between HOMO and LUMO: 7.69 eV
* highest occupied orbital energy: -3.772 eV
* energy: -743.133348 Ha
* SMILES: N[S@@](=O)([O-])=CF

Geometry as ORCA input:
```
! RIJCOSX wB97M-V def2-TZVPD def2/J DEFGRID3
* xyz -1 1
N 0.199 0.999 0.240
S 1.405 -0.227 -0.024
O 2.246 0.307 -1.107
O 2.127 -0.339 1.277
C 0.464 -2.011 -0.539
F -0.557 -2.000 0.422
H -0.505 1.373 -0.356
H -0.306 0.475 0.988
H 0.082 -1.395 -1.315
*
```


Record 3
ORCA calculation (ωB97M-V/def2-TZVPD) on C6H10B2N2 as an isolated structure in a non-equilibrium geometry.

Computed properties:
* relative energy (zero: lowest compared OMol25 entry of this formula, charge and spin): 2.6464 eV
* gap between HOMO and LUMO (spin up / spin down): 6.72 / 6.72 eV
* highest occupied orbital energy (spin up / spin down): -7.175 / -7.175 eV
* energy: -393.743025 Ha

Geometry as ORCA input:
```
! RIJCOSX wB97M-V def2-TZVPD def2/J DEFGRID3
* xyz 0 1
B 3.785 0.606 -0.640
B -3.802 -0.142 -0.432
C 0.484 -1.456 0.147
C 0.886 0.951 0.379
C -0.884 -1.169 0.031
C -0.422 1.211 0.374
C 1.365 -0.403 0.427
C -1.370 0.169 0.234
N 2.724 -0.662 0.442
N -2.670 0.523 0.044
H 4.961 0.693 -0.626
H 3.033 0.981 -1.403
H -4.736 0.466 0.033
H -3.848 -1.310 -0.753
H 1.008 -2.442 0.080
H 1.527 1.734 0.544
H -1.562 -1.855 -0.192
H -0.817 2.283 0.500
H 3.149 -1.592 0.446
H -2.813 1.414 0.364
*
```


Record 4
ORCA calculation (ωB97M-V/def2-TZVPD) on one molecule with the formula C2H6S2 in a non-equilibrium geometry.

Computed properties:
* relative energy (zero: lowest compared OMol25 entry of this formula, charge and spin): 2.5811 eV
* gap between HOMO and LUMO: 9.30 eV
* highest occupied orbital energy: -9.026 eV
* energy: -876.075626 Ha
* SMILES: SCCS

Geometry as ORCA input:
```
! RIJCOSX wB97M-V def2-TZVPD def2/J DEFGRID3
* xyz 0 1
S -2.297 0.033 0.013
C -0.505 -0.303 0.281
C 0.740 0.613 -0.059
S 2.200 -0.197 -0.111
H -2.429 -0.473 -1.405
H -0.283 -1.210 -0.369
H -0.600 -0.694 1.452
H 0.522 1.680 0.360
H 0.448 0.938 -1.077
H 2.474 0.531 1.268
*
```


Record 5
ORCA calculation (ωB97M-V/def2-TZVPD) on an isolated ion of composition C45H50NOSi and charge +1 in a non-equilibrium geometry.

Computed properties:
* relative energy (zero: lowest compared OMol25 entry of this formula, charge and spin): 1.2431 eV
* gap between HOMO and LUMO: 7.14 eV
* highest occupied orbital energy: -10.575 eV
* energy: -2163.996920 Ha

Geometry as ORCA input:
```
! RIJCOSX wB97M-V def2-TZVPD def2/J DEFGRID3
* xyz 1 1
C 6.560 -4.706 2.142
C 5.414 -3.750 2.033
C 5.591 -2.373 1.983
C 4.507 -1.505 1.813
C 3.178 -1.973 1.751
C 2.032 -0.923 1.548
C 0.710 -1.693 1.557
C -0.371 -1.626 2.369
C -1.454 -2.631 2.391
C -2.647 -2.374 3.119
C -3.724 -3.248 3.085
C -3.637 -4.399 2.302
C -4.783 -5.357 2.320
C -2.517 -4.655 1.514
C -1.382 -3.846 1.637
C 3.017 -3.368 1.878
C 4.122 -4.225 1.861
H 6.215 -5.746 2.140
H 7.305 -4.630 1.341
H 7.110 -4.539 3.072
H 6.619 -2.019 1.955
H 4.737 -0.469 1.573
H 2.055 -0.146 2.409
H 0.743 -2.527 0.843
H -0.423 -0.829 3.130
H -2.767 -1.432 3.662
H -4.640 -3.063 3.652
H -4.450 -6.396 2.305
H -5.426 -5.255 3.201
H -5.431 -5.272 1.440
H -2.543 -5.521 0.843
H -0.479 -4.142 1.080
H 2.049 -3.871 1.815
H 4.017 -5.298 1.690
C -2.906 3.200 -4.419
Si -3.629 2.244 -3.025
C -4.452 3.344 -1.771
C -4.886 0.984 -3.558
O -2.433 1.360 -2.312
C -1.325 1.496 -1.439
C -0.699 2.863 -1.629
C -1.247 3.961 -0.976
C -0.794 5.243 -1.279
C 0.183 5.438 -2.250
C 0.663 4.339 -2.945
C 0.244 3.043 -2.643
C -1.812 1.261 -0.014
C -2.922 0.448 0.234
C -3.481 0.383 1.518
C -2.828 0.990 2.592
C -1.615 1.644 2.387
C -1.160 1.857 1.073
C -0.451 0.297 -1.887
C -1.212 -1.016 -2.241
C -0.162 -2.105 -2.093
C 1.067 -1.474 -1.429
N 0.573 -0.182 -0.954
C 1.289 0.610 -0.155
C 2.547 0.124 0.400
C 3.439 1.467 0.423
C 4.248 1.838 1.511
C 5.308 2.775 1.376
C 5.376 3.647 0.282
C 4.364 3.543 -0.670
C 3.497 2.408 -0.664
H -3.716 3.676 -4.991
H -2.218 3.989 -4.093
H -2.353 2.539 -5.100
H -5.470 3.578 -2.117
H -4.529 2.867 -0.785
H -3.918 4.294 -1.648
H -5.722 1.467 -4.091
H -4.449 0.229 -4.226
H -5.290 0.447 -2.684
H -2.035 3.772 -0.243
H -1.248 6.048 -0.717
H 0.491 6.466 -2.455
H 1.414 4.518 -3.709
H 0.633 2.241 -3.272
H -3.452 0.002 -0.606
H -4.408 -0.178 1.660
H -3.253 0.922 3.605
H -1.026 2.046 3.231
H -0.332 2.570 0.934
H 0.036 0.548 -2.858
H -2.050 -1.154 -1.542
H -1.615 -0.932 -3.268
H -0.541 -2.931 -1.491
H 0.151 -2.494 -3.065
H 1.512 -2.030 -0.611
H 1.878 -1.362 -2.165
H 1.035 1.677 -0.196
H 3.070 -0.528 -0.364
H 4.021 1.458 2.524
H 6.098 2.820 2.133
H 6.124 4.449 0.241
H 4.282 4.355 -1.413
H 2.795 2.407 -1.517
*
```


Record 6
ORCA calculation (ωB97M-V/def2-TZVPD) on C13H17CrIN2O as an isolated structure in a non-equilibrium geometry.

Computed properties:
* relative energy (zero: lowest compared OMol25 entry of this formula, charge and spin): 0.0000 eV
* gap between HOMO and LUMO (spin up / spin down): 5.71 / 5.68 eV
* highest occupied orbital energy (spin up / spin down): -5.423 / -5.824 eV
* energy: -2032.307364 Ha

Geometry as ORCA input:
```
! RIJCOSX wB97M-V def2-TZVPD def2/J DEFGRID3
* xyz 0 5
C 2.312 -0.662 0.069
C -0.215 -1.477 2.094
H 1.995 -1.348 -0.707
H 3.317 -0.881 0.369
H 2.151 0.402 -0.086
H -0.905 -0.954 1.420
H -0.378 -2.557 1.992
H -0.421 -1.104 3.109
C 1.108 1.327 -2.667
C 1.100 2.000 -3.874
C -0.090 2.606 -4.305
C -1.227 2.557 -3.504
H 1.974 0.798 -2.265
H 2.011 2.027 -4.467
H -0.127 3.114 -5.263
H -2.178 2.992 -3.797
N -0.014 1.276 -1.913
C -1.172 1.900 -2.283
C -2.279 1.713 -1.360
N -2.012 0.897 -0.291
C -2.987 0.673 0.634
C -4.568 1.976 -0.635
C -4.268 1.185 0.479
H -2.716 0.063 1.499
H -5.033 0.953 1.218
C -3.554 2.240 -1.548
H -3.719 2.837 -2.436
H -5.567 2.378 -0.789
Cr -0.288 -0.073 -0.547
I -0.805 -2.271 -1.692
C 2.137 -1.844 2.466
O 1.147 -1.161 1.695
H 2.862 -1.087 2.799
H 2.628 -2.560 1.796
H 1.662 -2.353 3.320
*
```


Record 7
ORCA calculation (ωB97M-V/def2-TZVPD) on C33H86F3KN10O11P2S as an isolated structure in a non-equilibrium geometry.

Computed properties:
* gap between HOMO and LUMO: 6.64 eV
* highest occupied orbital energy: -8.160 eV
* energy: -4664.453640 Ha

Geometry as ORCA input:
```
! RIJCOSX wB97M-V def2-TZVPD def2/J DEFGRID3
* xyz 0 1
K -5.087 -2.646 2.222
C 0.327 0.859 -1.125
F 0.546 -0.264 -1.761
F 1.194 1.026 -0.116
F 0.432 1.838 -2.065
S -1.487 0.715 -0.382
O -2.400 0.772 -1.567
O -1.518 -0.575 0.246
O -1.717 1.857 0.493
O 9.949 3.111 -1.323
P 8.854 2.969 -2.289
N 9.375 2.001 -3.632
C 9.556 0.606 -3.449
C 10.410 2.577 -4.532
N 8.237 4.408 -3.077
C 7.046 4.284 -3.984
C 8.940 5.692 -2.935
N 7.433 2.207 -1.756
C 6.494 1.423 -2.586
C 6.781 2.750 -0.519
H 10.602 0.359 -3.265
H 9.265 0.091 -4.365
H 8.989 0.242 -2.591
H 10.060 3.554 -4.866
H 10.435 1.936 -5.413
H 11.383 2.667 -4.049
H 6.118 4.453 -3.439
H 7.164 5.098 -4.700
H 7.096 3.379 -4.590
H 8.233 6.521 -2.925
H 9.666 5.671 -2.122
H 9.661 5.848 -3.738
H 6.198 0.480 -2.128
H 5.596 2.012 -2.773
H 6.956 1.188 -3.545
H 6.114 3.586 -0.729
H 7.578 3.152 0.106
H 6.302 2.045 0.160
O 5.350 -6.763 1.996
P 5.547 -5.499 1.284
N 5.596 -4.162 2.355
C 5.160 -4.375 3.741
C 5.631 -2.809 1.931
N 4.257 -5.049 0.276
C 4.196 -5.610 -1.047
C 3.014 -4.373 0.759
N 6.947 -5.448 0.323
C 7.326 -4.285 -0.440
C 8.145 -6.251 0.800
H 5.310 -3.452 4.300
H 5.684 -5.230 4.168
H 4.095 -4.604 3.768
H 5.229 -2.732 0.921
H 6.653 -2.429 1.924
H 5.048 -2.198 2.620
H 4.498 -4.813 -1.727
H 4.968 -6.378 -1.092
H 3.240 -6.041 -1.346
H 2.454 -5.079 1.372
H 3.268 -3.553 1.430
H 2.408 -4.124 -0.112
H 6.417 -3.709 -0.615
H 7.932 -3.654 0.210
H 7.699 -4.598 -1.415
H 8.884 -5.702 1.385
H 8.667 -6.617 -0.084
H 7.818 -7.094 1.409
O -3.983 4.745 -9.248
C -3.835 4.213 -8.139
O -3.048 3.024 -8.005
C -2.951 2.577 -6.639
C -3.781 3.586 -5.844
C -4.496 4.596 -6.764
H -1.953 2.719 -6.224
H -3.378 1.580 -6.525
H -3.159 4.146 -5.145
H -4.587 3.144 -5.258
H -4.420 5.643 -6.469
H -5.581 4.492 -6.774
C -5.499 1.695 7.103
C -4.750 2.508 6.084
C -3.640 3.465 6.588
O -4.163 4.412 7.580
C -3.195 5.503 7.755
N -4.260 1.617 5.057
H -6.292 1.097 6.654
H -5.962 2.319 7.868
H -4.811 0.993 7.574
H -5.419 3.076 5.437
H -3.133 4.070 5.836
H -2.784 2.912 6.977
H -3.021 5.983 6.791
H -2.248 5.169 8.179
H -3.698 6.197 8.429
H -3.443 1.136 5.405
H -3.809 2.211 4.376
C -6.269 -1.865 -4.102
C -6.501 -2.721 -2.812
C -5.395 -3.813 -2.655
O -5.434 -4.591 -1.512
C -4.421 -5.615 -1.528
N -6.150 -1.669 -1.868
H -5.292 -1.383 -4.054
H -7.100 -1.162 -4.161
H -6.471 -2.446 -5.002
H -7.502 -3.142 -2.722
H -4.394 -3.446 -2.881
H -5.578 -4.456 -3.516
H -4.488 -6.262 -0.653
H -3.396 -5.249 -1.468
H -4.574 -6.314 -2.350
H -5.239 -1.278 -2.057
H -6.801 -0.937 -2.116
C -0.982 -2.058 7.382
C -0.940 -2.689 5.938
C -2.106 -3.711 5.783
O -2.009 -4.408 4.471
C -1.270 -5.592 4.526
N -0.900 -1.620 4.918
H -1.926 -1.518 7.459
H -0.151 -1.376 7.564
H -0.946 -2.754 8.220
H -0.009 -3.241 5.802
H -3.088 -3.238 5.797
H -1.893 -4.548 6.448
H -1.882 -6.269 5.123
H -0.310 -5.496 5.032
H -1.163 -6.051 3.543
H 0.002 -1.173 5.005
H -1.031 -1.960 3.976
C -11.147 4.252 -2.097
C -10.117 3.249 -1.940
C -9.137 3.597 -0.864
O -8.551 4.892 -1.066
C -7.123 4.876 -0.775
N -10.633 1.953 -1.748
H -10.660 5.181 -2.395
H -11.804 4.467 -1.254
H -11.931 3.856 -2.741
H -9.642 3.286 -2.920
H -8.400 2.794 -0.864
H -9.555 3.716 0.135
H -6.691 4.033 -1.313
H -6.936 4.652 0.275
H -6.680 5.859 -0.936
H -11.404 1.866 -1.101
H -10.901 1.433 -2.571
*
```


Record 8
ORCA calculation (ωB97M-V/def2-TZVPD) on a 6-piece molecular cluster, C18H42N6O6 overall in a non-equilibrium geometry.

Computed properties:
* relative energy (zero: lowest compared OMol25 entry of this formula, charge and spin): 0.7148 eV
* gap between HOMO and LUMO: 8.90 eV
* highest occupied orbital energy: -8.705 eV
* energy: -1491.102266 Ha
* SMILES: CNC(C)=O.CNC(C)=O.CNC(C)=O.CNC(C)=O.CNC(C)=O.CNC(C)=O

Geometry as ORCA input:
```
! RIJCOSX wB97M-V def2-TZVPD def2/J DEFGRID3
* xyz 0 1
C -1.420 -1.064 -6.441
N -0.247 -0.770 -5.659
C -0.195 -0.593 -4.326
C 1.191 -0.364 -3.755
O -1.243 -0.655 -3.676
H -2.250 -0.402 -6.216
H -1.658 -2.128 -6.345
H -1.138 -0.993 -7.492
H 0.631 -0.690 -6.148
H 1.876 -1.153 -4.061
H 1.228 -0.356 -2.666
H 1.555 0.652 -3.924
C 2.447 2.548 3.226
N 3.634 3.240 2.760
C 4.888 2.727 2.764
C 5.949 3.444 1.957
O 5.136 1.677 3.336
H 2.774 1.833 3.978
H 1.934 2.011 2.425
H 1.752 3.266 3.654
H 3.535 4.180 2.415
H 6.796 3.509 2.645
H 5.728 4.465 1.647
H 6.325 2.859 1.120
C 4.725 -0.289 0.071
N 3.899 0.916 0.078
C 4.192 1.929 -0.740
C 3.306 3.167 -0.691
O 5.079 1.924 -1.586
H 4.514 -0.782 1.019
H 5.782 -0.093 -0.083
H 4.411 -0.992 -0.704
H 3.360 1.088 0.908
H 3.968 3.917 -0.241
H 2.381 3.047 -0.129
H 3.173 3.629 -1.666
C -8.774 1.047 -0.459
N -7.519 0.743 -1.154
C -7.173 -0.539 -1.421
C -5.753 -0.818 -1.861
O -7.971 -1.459 -1.262
H -8.975 0.289 0.292
H -9.560 1.013 -1.211
H -8.628 2.012 0.019
H -6.804 1.417 -1.367
H -5.636 -1.898 -1.877
H -4.999 -0.375 -1.214
H -5.648 -0.499 -2.901
C -1.972 -2.515 -0.579
N -0.872 -1.594 -0.767
C -0.298 -0.985 0.295
C 0.819 -0.021 0.048
O -0.705 -1.152 1.447
H -1.749 -3.415 -0.018
H -2.366 -2.699 -1.580
H -2.811 -1.971 -0.133
H -0.704 -1.246 -1.704
H 1.769 -0.363 -0.354
H 0.980 0.577 0.942
H 0.464 0.713 -0.689
C -0.685 -4.193 3.247
N -0.399 -2.838 3.631
C -0.233 -2.378 4.862
C 0.126 -0.910 5.004
O -0.122 -3.136 5.839
H 0.257 -4.738 3.109
H -1.210 -4.187 2.296
H -1.207 -4.795 3.987
H -0.431 -2.159 2.860
H 1.048 -0.847 5.584
H -0.614 -0.361 5.584
H 0.338 -0.424 4.050
*
```